1.
122
Properties=species:S:1:pos:R:3:forces:R:3 method="wB97M-V/def2-TZVPD" charge=-1 largest_force_ev_per_a=1.10 spin_multiplicity=1
K -0.383 -0.012 -0.462 -0.68 0.49 -0.71
C 4.292 2.569 2.524 0.05 -0.01 0.01
C 3.489 3.193 3.664 -0.02 0.06 0.03
C 4.072 4.570 3.973 0.07 0.00 0.02
C 3.558 2.326 4.920 0.05 0.01 0.02
N 2.057 3.364 3.279 -0.04 -0.05 -0.16
C 1.342 4.531 3.431 -0.02 -0.01 0.07
C 0.055 4.259 3.111 -0.01 0.10 0.04
N -0.031 2.946 2.761 0.17 -0.07 -0.18
B -1.371 2.246 2.287 0.04 0.12 0.01
N -2.035 1.665 3.541 -0.10 -0.02 -0.05
C -1.628 1.822 4.849 -0.02 -0.08 0.21
C -2.291 0.925 5.598 0.09 0.15 0.00
N -3.118 0.194 4.758 0.26 -0.14 -0.04
C -2.973 0.674 3.482 -0.28 0.01 -0.26
S -3.826 0.314 2.069 0.09 0.05 0.06
C -3.777 -1.038 5.276 -0.15 0.11 0.00
C -4.410 -1.886 4.182 -0.01 -0.07 0.01
C -4.856 -0.595 6.267 -0.03 -0.02 0.01
C -2.713 -1.891 5.975 -0.03 0.00 0.05
N -2.207 3.338 1.602 0.03 0.04 0.03
C -3.470 3.768 1.926 -0.15 0.08 0.01
C -3.909 4.556 0.924 0.01 0.00 0.11
N -2.903 4.616 -0.033 -0.04 -0.14 -0.04
C -1.858 3.851 0.397 0.26 0.01 -0.17
S -0.374 3.571 -0.387 -0.05 -0.08 0.14
C -3.053 5.187 -1.402 0.04 0.06 0.05
C -3.007 4.054 -2.425 -0.01 0.00 -0.07
C -1.953 6.215 -1.656 -0.01 0.05 -0.05
C -4.406 5.890 -1.503 0.01 -0.01 0.01
C 1.193 2.405 2.842 -0.15 -0.02 0.19
S 1.509 0.727 2.573 0.17 -0.10 -0.28
H 5.355 2.664 2.748 0.00 0.03 0.00
H 4.094 3.081 1.581 0.00 0.00 -0.01
H 4.078 1.511 2.415 -0.04 -0.05 -0.04
H 5.122 4.437 4.232 0.00 0.00 0.01
H 3.581 5.041 4.825 0.01 0.00 0.01
H 4.023 5.238 3.113 -0.02 -0.01 -0.02
H 4.604 2.186 5.197 0.00 0.00 0.02
H 3.115 1.348 4.751 -0.02 -0.03 -0.03
H 3.044 2.813 5.751 -0.02 0.00 0.00
H 1.796 5.452 3.736 -0.03 0.02 -0.02
H -0.803 4.906 3.076 0.00 0.02 -0.01
H -1.160 1.391 1.498 0.25 -0.13 0.06
H -0.899 2.554 5.146 0.02 0.01 0.01
H -2.246 0.746 6.655 0.03 -0.01 0.02
H -5.185 -1.352 3.641 -0.01 -0.02 0.04
H -4.846 -2.756 4.679 0.00 -0.03 -0.02
H -3.661 -2.224 3.468 0.03 0.00 -0.03
H -5.606 0.016 5.763 0.00 0.00 -0.02
H -4.437 -0.017 7.093 0.02 0.02 0.00
H -5.351 -1.471 6.691 0.00 -0.02 0.00
H -1.885 -2.089 5.297 0.01 0.00 -0.06
H -3.162 -2.842 6.266 0.00 0.00 0.01
H -2.331 -1.416 6.880 0.02 0.01 0.01
H -3.966 3.440 2.822 -0.02 0.00 0.00
H -4.842 5.071 0.815 -0.05 -0.01 0.00
H -2.038 3.561 -2.447 0.01 0.01 0.01
H -3.196 4.461 -3.419 0.00 -0.01 -0.02
H -3.777 3.312 -2.199 -0.02 0.00 0.00
H -0.969 5.756 -1.610 -0.01 0.00 -0.01
H -2.009 7.022 -0.922 -0.01 0.01 0.02
H -2.094 6.639 -2.652 0.01 0.01 -0.01
H -5.237 5.192 -1.399 -0.01 -0.02 0.02
H -4.475 6.344 -2.491 0.01 -0.01 -0.01
H -4.509 6.686 -0.763 0.01 0.01 0.02
N -0.013 -8.456 3.495 0.07 -0.08 -0.06
C -0.106 -7.108 3.149 -0.04 0.05 -0.02
C 0.754 -6.167 3.712 0.03 0.03 0.02
C 0.692 -4.841 3.328 -0.01 0.05 0.04
C -0.236 -4.413 2.384 -0.06 0.02 0.10
C -1.088 -5.348 1.817 0.03 0.03 -0.10
C -1.021 -6.680 2.190 -0.01 0.04 -0.01
S -0.242 -2.659 2.013 -0.13 -0.33 0.07
O 1.183 -2.358 2.067 0.35 0.32 -0.17
O -1.030 -1.984 3.022 -0.03 -0.13 0.02
N -0.725 -2.375 0.534 -0.71 -0.30 0.10
C -2.092 -2.307 0.276 0.52 -0.31 0.31
N -2.941 -3.042 1.007 -0.25 -0.04 0.03
C -4.225 -2.953 0.704 -0.06 0.07 -0.07
C -4.703 -2.169 -0.333 0.02 -0.02 0.04
C -3.746 -1.461 -1.035 -0.04 0.03 -0.11
N -2.455 -1.515 -0.746 -0.16 -0.34 0.16
H 0.406 -8.644 4.390 -0.03 0.01 0.03
H -0.842 -9.001 3.328 -0.02 0.00 0.03
H 1.488 -6.480 4.447 0.00 -0.01 0.00
H 1.376 -4.122 3.758 0.01 0.01 0.01
H -1.810 -5.035 1.080 -0.04 0.03 -0.03
H -1.686 -7.399 1.723 0.01 -0.01 0.00
H -4.907 -3.538 1.315 0.03 -0.01 0.02
H -5.754 -2.101 -0.567 -0.01 0.00 -0.01
H -4.016 -0.818 -1.866 0.00 0.01 -0.01
O 1.548 -2.522 -1.528 0.01 0.26 0.04
H 1.242 -2.171 -2.375 -0.02 -0.05 -0.06
H 0.743 -2.596 -0.993 -0.04 -0.16 0.13
O 1.788 1.009 -0.224 0.82 0.46 -0.22
N 2.523 0.963 0.618 0.01 0.10 0.64
I 3.636 -1.848 1.140 -0.59 -0.27 0.24
I 5.967 -0.977 0.302 0.62 0.22 -0.19
C -0.564 -3.165 -5.844 0.01 0.04 0.00
C -0.019 -1.986 -6.347 -0.01 -0.09 -0.06
C 0.129 -0.861 -5.561 0.04 0.10 0.00
C -0.264 -0.845 -4.198 -0.11 -0.12 0.07
C -0.816 -2.054 -3.714 -0.02 -0.05 0.07
C -0.955 -3.176 -4.510 0.00 -0.05 -0.03
N -0.075 0.199 -3.340 0.01 0.09 -0.06
C -0.065 1.466 -3.868 0.08 0.08 0.04
C -0.957 1.916 -4.873 -0.03 -0.12 0.02
C -0.956 3.223 -5.316 -0.02 0.10 -0.07
C -0.078 4.168 -4.789 0.00 -0.03 0.02
C 0.803 3.752 -3.799 -0.01 0.05 -0.02
C 0.813 2.441 -3.358 0.06 -0.02 0.05
H -0.674 -4.042 -6.468 0.00 -0.01 -0.01
H 0.311 -1.945 -7.381 -0.01 -0.01 -0.01
H 0.577 0.026 -5.992 -0.01 0.03 0.03
H -1.159 -2.083 -2.687 0.02 0.03 -0.01
H -1.383 -4.073 -4.075 0.00 -0.01 -0.02
H -1.664 1.211 -5.294 0.01 -0.02 0.01
H -1.666 3.516 -6.084 0.01 0.01 0.00
H -0.085 5.193 -5.138 0.00 0.01 -0.01
H 1.496 4.460 -3.358 0.00 0.02 0.00
H 1.519 2.137 -2.593 0.00 -0.02 0.00

---

2.
106
Properties=species:S:1:pos:R:3:forces:R:3 method="wB97M-V/def2-TZVPD" charge=+1 largest_force_ev_per_a=0.59 spin_multiplicity=1
Ga 1.279 -0.358 0.408 -0.06 0.28 -0.33
C 3.839 -1.557 2.359 0.04 -0.01 -0.02
P 3.477 -1.555 0.574 -0.18 -0.45 0.31
C 4.897 -0.667 -0.127 -0.07 0.10 -0.05
C 3.937 -3.274 0.093 0.00 -0.02 -0.04
C 3.313 -4.431 0.874 0.03 0.03 0.00
P 1.469 -4.418 0.882 -0.06 -0.04 0.00
C 1.231 -4.766 -0.912 -0.03 0.06 0.02
C 1.187 -6.099 1.567 0.01 -0.01 -0.04
H 4.712 -2.178 2.570 0.01 0.02 -0.01
H 2.987 -1.928 2.927 0.01 -0.02 -0.01
H 4.042 -0.532 2.659 -0.05 0.11 0.04
H 5.811 -1.094 0.292 0.00 -0.01 -0.01
H 4.814 0.385 0.135 0.02 -0.02 0.03
H 4.924 -0.767 -1.212 -0.02 -0.01 0.00
H 5.024 -3.312 0.211 0.00 -0.02 -0.04
H 3.742 -3.392 -0.977 -0.03 0.04 0.00
H 3.671 -4.434 1.907 -0.04 0.06 0.01
H 3.643 -5.370 0.421 0.05 -0.02 0.06
H 1.970 -5.484 -1.276 -0.01 -0.01 -0.01
H 1.312 -3.844 -1.491 0.01 0.00 0.00
H 0.237 -5.174 -1.087 -0.09 -0.01 0.00
H 1.763 -6.861 1.037 0.00 0.00 0.00
H 0.127 -6.350 1.497 0.00 0.01 0.00
H 1.462 -6.117 2.621 0.01 0.00 0.00
O -0.502 1.040 0.083 0.08 0.10 -0.06
P -1.621 1.287 -0.881 -0.14 0.01 -0.03
C -2.056 -0.349 -1.570 0.02 -0.02 0.00
P -1.629 -1.593 -0.319 -0.33 0.08 0.10
O -0.139 -1.612 0.003 0.56 -0.02 -0.18
C -2.595 -1.276 1.151 0.12 0.02 0.06
C -3.987 -1.283 1.082 -0.01 0.02 -0.04
C -4.731 -1.042 2.223 0.00 0.00 -0.01
C -4.087 -0.810 3.434 0.00 0.01 -0.01
C -2.702 -0.817 3.506 -0.01 0.00 0.01
C -1.951 -1.047 2.362 -0.03 -0.01 -0.03
C -2.182 -3.177 -0.933 0.07 -0.03 0.04
C -2.545 -3.396 -2.258 0.07 -0.01 -0.04
C -2.966 -4.656 -2.659 0.00 0.01 0.00
C -3.031 -5.691 -1.738 0.00 0.00 0.00
C -2.677 -5.474 -0.411 0.04 -0.02 -0.02
C -2.252 -4.221 -0.008 -0.02 0.01 0.05
C -1.261 2.390 -2.233 0.07 0.00 -0.01
C -1.583 2.121 -3.560 -0.01 0.00 -0.04
C -1.306 3.062 -4.539 0.00 -0.03 -0.01
C -0.707 4.266 -4.191 0.00 0.02 0.04
C -0.376 4.530 -2.868 -0.08 0.01 -0.08
C -0.652 3.597 -1.884 -0.08 -0.12 0.02
C -3.074 1.951 -0.070 -0.04 -0.07 -0.03
C -3.053 2.144 1.306 -0.08 -0.15 -0.02
C -4.169 2.667 1.943 -0.02 0.01 -0.02
C -5.302 2.985 1.208 0.00 0.01 0.01
C -5.322 2.796 -0.170 0.01 0.01 -0.01
C -4.205 2.291 -0.812 -0.01 -0.03 -0.01
H -1.447 -0.550 -2.456 0.01 0.02 0.00
H -3.113 -0.418 -1.834 0.01 -0.05 -0.01
H -4.493 -1.483 0.144 0.00 0.01 0.00
H -5.811 -1.039 2.173 0.00 0.00 0.00
H -4.671 -0.628 4.326 0.00 0.00 0.00
H -2.204 -0.642 4.451 0.00 0.00 -0.01
H -0.870 -1.053 2.413 -0.02 -0.02 0.03
H -2.501 -2.597 -2.986 0.01 0.00 0.00
H -3.248 -4.827 -3.689 0.00 0.00 0.00
H -3.364 -6.671 -2.053 0.00 0.00 0.00
H -2.736 -6.282 0.306 -0.01 0.01 0.00
H -1.983 -4.046 1.029 0.00 -0.01 -0.02
H -2.050 1.184 -3.841 -0.01 0.00 -0.01
H -1.552 2.856 -5.572 0.00 0.00 0.00
H -0.490 4.998 -4.957 0.00 0.00 0.00
H 0.108 5.460 -2.601 -0.02 -0.01 0.00
H -0.364 3.791 -0.856 -0.08 -0.01 -0.04
H -2.162 1.892 1.867 -0.48 -0.17 -0.26
H -4.152 2.826 3.013 0.00 0.00 0.01
H -6.171 3.393 1.706 0.00 0.00 0.00
H -6.201 3.061 -0.742 0.00 0.00 0.00
H -4.209 2.176 -1.891 0.00 0.00 -0.01
C 4.370 2.646 -2.430 -0.02 -0.01 -0.03
C 3.134 1.997 -1.809 0.03 0.00 0.05
C 2.142 1.569 -2.890 0.00 0.01 0.00
C 2.480 2.881 -0.762 0.05 0.07 0.03
C 2.247 4.217 -1.054 0.21 0.02 0.11
C 1.662 5.062 -0.127 0.12 0.06 0.04
C 1.339 4.559 1.122 0.05 0.03 0.00
C 1.568 3.230 1.472 -0.01 -0.02 -0.05
C 1.168 2.832 2.884 -0.02 -0.01 0.02
C -0.200 2.147 2.922 0.25 0.07 0.11
C 2.202 2.018 3.655 0.07 0.05 0.04
C 2.117 2.352 0.508 -0.29 -0.10 -0.16
N 2.351 0.999 0.728 0.06 -0.03 0.19
H 4.898 1.931 -3.067 0.00 0.00 -0.01
H 5.061 2.996 -1.661 0.00 -0.01 0.00
H 4.109 3.503 -3.055 0.01 0.00 0.00
H 3.451 1.091 -1.294 -0.01 0.11 -0.04
H 1.719 2.434 -3.408 -0.01 0.00 0.01
H 1.310 1.011 -2.450 -0.06 -0.02 0.00
H 2.627 0.933 -3.635 -0.01 0.00 0.00
H 2.529 4.607 -2.026 0.00 -0.02 0.01
H 1.484 6.104 -0.361 0.00 0.02 0.01
H 0.907 5.222 1.865 0.00 0.00 0.01
H 1.061 3.778 3.422 -0.04 0.00 0.00
H -0.180 1.211 2.356 0.00 0.15 0.12
H -0.964 2.790 2.479 0.46 0.12 0.23
H -0.492 1.925 3.952 -0.01 0.01 0.05
H 2.212 0.988 3.315 0.07 -0.14 -0.04
H 1.960 2.031 4.721 0.00 0.00 0.00
H 3.206 2.429 3.530 -0.02 -0.02 0.00

---

Quick rundown of LUMO level, same order as above: 0.9, -2.4 eV
Quick rundown of ΔE to the lowest compared entry with this formula, charge and spin, same order as above: 195.7, 0.0 kJ/mol
Quick rundown of molecular weight, same order as above: 1235.98, 811.54 g mol⁻¹